# 1
Below is a molecular structure, C36H44As2BrCoN2O4S, with properties calculated with ωB97M-V/def2-TZVPD.

Computed properties:
**M**: 889.506 g mol⁻¹
**Multiplicity**: 2
**Calculated total energy**: -289391.430 eV
**E_LUMO (spin up / spin down)**: -0.113 / -0.094 Eh
**HOMO level (spin up / spin down)**: -10.1 / -10.2 eV
**Energy relative to the best compared isomer or geometry (same formula, charge and spin)**: 0.0 kcal/mol
**Expectation value of S²**: 0.772
**Charge**: +1

XYZ file:
```
91
C36H44As2BrCoN2O4S | the OMol25 dataset | ωB97M-V/def2-TZVPD
C -0.47149 -1.62051 -0.55269
O 0.59500 -0.82086 -0.84590
H -2.54824 3.23519 0.72919
H 5.41605 -0.44273 1.55290
Br 0.16489 2.44744 2.30846
H 0.00050 1.21159 -5.28512
H 0.52827 -2.44297 4.28063
H -5.82060 -0.26077 7.02229
H -3.93651 1.89328 -1.70987
C -3.90047 0.47412 4.33523
H -2.80001 2.77462 -3.64766
C -4.96182 -0.02625 5.07070
H 0.84445 -2.28782 -4.28107
C -4.99299 0.13361 6.44828
C 1.80046 -1.43012 2.89027
C -2.01849 3.44776 -0.19984
C 3.29398 -0.33353 1.25673
H -4.00366 0.98084 8.15597
H -5.77702 -0.52902 4.56736
H 1.96841 4.00763 -4.00372
C 0.80362 -5.17641 -0.24403
H -1.14082 4.04945 0.03213
C -1.29554 3.72432 -4.83835
H 0.40037 4.62380 -5.79640
C -1.75024 3.02880 -3.72766
As -1.46695 1.78283 -1.08819
C 0.58567 -3.82823 -0.02597
O -0.89239 -0.37449 -3.25158
H 1.56518 -2.13336 -2.65014
O 2.51118 0.58287 1.02593
H -1.45877 -2.09387 -2.87917
H -3.60612 0.55071 -0.60344
H 2.40747 -1.43263 -4.05702
C -0.87036 2.66902 -2.71424
H 3.68475 -4.77424 2.56931
H -1.36938 -1.27508 -1.09666
As 1.70236 2.45009 -1.39734
C 3.58717 -2.73298 1.94236
C -0.62875 -5.06867 -2.17095
H -3.17950 0.38714 -2.31687
C 0.47978 3.00333 -2.82000
C 3.32165 1.92242 -2.34744
C -1.33192 0.03116 2.48319
H 1.30637 -0.47368 2.99635
H 1.06497 -3.32779 0.80595
C 2.28932 4.20817 -0.75820
N -0.74062 -0.27835 1.38524
H 2.69734 4.79184 -1.58093
H 4.88048 0.74096 0.33444
H -1.98897 4.00741 -5.61912
H 1.45104 -5.73750 0.41762
C 1.43566 -1.65982 -3.61688
S 0.57551 -0.08460 -3.36558
H -1.10902 -5.53117 -3.02366
H 0.49051 -0.42972 -5.75379
C 1.37656 -2.52862 3.61337
C 0.72403 0.41832 -5.11310
H 0.32704 -6.85377 -1.50038
C -2.85717 1.15663 4.96607
H 3.57348 2.63067 -3.13382
C -2.92133 1.34196 6.35044
H 1.73444 0.78158 -5.30336
N -0.80314 -1.49687 0.88223
H -3.90265 0.38002 3.25633
C -0.25001 -3.08727 -0.85691
C -0.83835 -3.70408 -1.96544
H -2.67207 4.01485 -0.86210
C -1.15922 1.30722 3.12246
C -3.24611 1.08284 -1.48368
H 4.13793 1.89700 -1.62638
H -2.12672 1.88488 6.84799
C 4.70483 -0.24745 0.75102
H 4.85587 -0.99712 -0.02804
H -1.37150 2.69465 4.64691
C 2.89990 -1.52094 2.03552
C -3.97367 0.82786 7.08552
C 2.03889 -3.74225 3.47980
H 1.69419 -4.61098 4.02485
C 0.17542 -5.79795 -1.31713
C -1.74715 1.76554 4.23313
O -1.61441 -3.06088 -2.86750
H 3.19299 0.92671 -2.76492
Co 0.60068 0.88530 0.13157
H -1.48086 -2.14819 1.26114
H 4.45111 -2.82873 1.29824
C 0.92614 3.71933 -3.92583
C 3.15280 -3.83637 2.65584
C 0.04402 4.07706 -4.93346
H -1.94709 -0.69802 3.00617
H 3.05519 4.06767 0.00451
H 1.45416 4.74614 -0.31212
```

# 2
Below is a molecular structure, C36H44BN4SbSe6Ti, with properties calculated with ωB97M-V/def2-TZVPD.

Computed properties:
**M**: 1186.975 g mol⁻¹
**Multiplicity**: 1
**Calculated total energy**: -466420.723 eV
**E_LUMO**: 0.125 Eh
**HOMO level**: -1.6 eV
**Energy relative to the best compared isomer or geometry (same formula, charge and spin)**: 0.0 kcal/mol
**Charge**: -2

XYZ file:
```
93
C36H44BN4SbSe6Ti | the OMol25 dataset | ωB97M-V/def2-TZVPD
H 5.54561 -3.55081 -0.71358
Se 1.82864 0.90081 -0.11469
N 0.75867 -1.18879 2.07216
C 4.53460 -1.07601 -1.56350
C 3.13759 -5.46331 0.64897
C 4.40671 -4.99151 0.37473
H -0.43875 2.49408 1.83870
C 1.50376 -1.75441 4.27537
H -4.64697 -2.82748 -0.89163
H 3.01972 -6.30527 1.31924
H -2.56508 3.70904 2.24826
C -1.40292 1.99866 1.72065
H 5.55529 -1.39910 -1.36643
C -1.80791 -0.01271 -5.50299
H 0.85948 1.34561 -3.83541
H 4.40176 -2.03384 -4.10018
H 0.85859 -2.17275 -6.25336
C -3.19023 -2.67926 -2.46089
H 1.18497 -0.17234 -2.94647
H 0.59191 0.30656 -5.89417
C 1.40222 -1.60789 -5.49417
C 1.87541 -1.75456 1.61991
H -0.55394 -5.30786 -1.31939
C 3.65884 -2.21447 -2.08016
H -1.15134 -4.95841 1.52679
H -4.39704 -1.18073 -1.47706
C 4.27148 -2.81052 -3.35022
H 1.99433 -1.76795 0.53599
H 5.27471 -5.46376 0.81683
H -0.41799 -3.75329 -4.42142
H -4.73404 2.45313 1.97630
H 3.73895 -2.73610 1.95790
H -2.41585 -4.46384 -3.42260
H 3.62967 -3.58684 -3.76318
H 4.12790 -0.66400 -0.64266
H 0.49447 -6.72832 -1.31350
H 1.27774 -1.73065 5.33173
C 2.16590 -3.79704 -0.77365
C 4.55692 -3.91574 -0.47733
H 0.88101 -6.31153 1.16991
C -3.16306 -0.17154 -5.29543
C -3.78056 1.96533 1.81688
C -2.50629 0.03569 1.25215
C -3.60335 -1.02595 -4.30526
Sb 0.41628 2.94063 -1.37077
H -0.47313 -3.66450 0.54935
C 2.85678 -2.31065 2.40837
C -0.02012 -3.43432 -3.47450
H -3.71971 -4.75905 -2.27509
N 1.08171 -3.28444 -1.53942
Se -2.31506 -1.78182 0.81481
C 0.66054 -5.49399 0.47121
C 0.56233 -1.18377 3.39994
C 0.59971 -0.38282 -5.04133
H 2.68674 -1.77770 -2.33609
H 3.38909 -2.72782 4.45987
C -3.36376 -4.08111 -3.05050
C 1.99922 -4.89244 0.08649
C 1.30380 0.35152 -3.90282
C -2.69819 -1.70716 -3.50560
H 2.36924 0.46274 -4.10757
N -0.40856 -2.24150 -2.89269
B 0.25679 -2.08819 -1.62130
H -3.87278 0.37359 -5.90406
Se -0.21570 4.80593 0.10511
C -2.58862 2.66448 1.97503
H -2.42566 -2.75498 -1.67754
N -1.36512 0.72511 1.34352
C 0.88649 -4.03552 -2.69484
H 5.24279 -3.25202 -3.13012
H 1.62845 -2.27090 -4.66499
H -4.07528 -4.06384 -3.87544
C -3.74791 0.63199 1.46381
Se -0.95714 -0.46606 4.19439
C -0.21805 -4.49165 1.21033
H -1.46782 0.64406 -6.29113
Se 1.44705 3.93205 -3.38073
C 3.45341 -3.31880 -1.06949
H 1.45120 -4.93174 -2.87399
C -0.85882 -0.66256 -4.72087
H -0.96100 -6.67919 -0.30755
C -4.47861 -2.22321 -1.78223
H 2.34742 -1.27049 -5.92153
Ti -0.18213 -0.33071 -0.02896
C -0.13247 -6.08920 -0.69529
C 2.65538 -2.30513 3.78671
H -5.34439 -2.32415 -2.43360
H 4.55948 -0.27769 -2.30384
H 0.28335 -4.08992 2.08928
C -1.32411 -1.49078 -3.68895
H -4.64466 0.04143 1.32465
Se -1.40889 0.89882 -1.67571
H -4.66160 -1.15996 -4.14085
```